ORCA calculation (wB97M-V/def2-TZVPD) on an isolated molecule of C18H13ClFNO2S in a non-equilibrium geometry.

Calculated values
E_LUMO ... 0.383 eV
HOMO ... -8.3 eV
Structure (SMILES) ... O=C(Nc1ccc(F)cc1)c1ccc(CSc2ccc(Cl)cc2)o1
Frontier orbital gap ... 0.3206 hartree

Positions of all 37 atoms, in Å:
H  -2.27  2.10  4.70
H  -0.15  -0.22  -2.77
C  2.21  -4.60  -3.85
H  -2.65  6.57  2.63
N  -1.40  2.24  2.16
C  0.15  -0.22  -0.63
H  -1.71  4.68  1.34
C  -2.88  4.13  4.96
C  -1.93  3.26  2.93
H  4.32  -4.32  -4.06
O  -1.45  0.42  3.56
C  -0.27  -1.18  1.34
Cl  2.25  -6.24  -4.40
H  -3.22  4.00  5.98
H  0.60  -2.34  -0.34
C  1.00  -4.03  -3.49
C  -2.36  3.07  4.25
H  0.51  1.27  -2.07
C  -2.98  5.37  4.37
C  0.23  -1.42  0.04
O  -0.36  0.73  0.18
C  3.38  -3.87  -3.78
S  2.23  -0.29  -2.44
C  0.96  -2.72  -3.04
H  -0.36  -1.88  2.14
H  0.09  -4.61  -3.54
C  -2.56  5.59  3.07
F  -3.49  6.41  5.07
C  -1.19  0.93  2.49
C  2.13  -1.98  -2.97
C  3.34  -2.56  -3.34
H  0.01  -2.30  -2.76
C  0.52  0.18  -2.01
C  -0.62  0.15  1.38
H  -1.12  2.50  1.22
C  -2.04  4.53  2.35
H  4.25  -1.98  -3.28

Löwdin population analysis, charges in e, atoms 1 to 8: 0.1020 0.0828 -0.6801 0.1177 0.1395 -0.3230 0.1122 0.0011